{"formula": "C36H40F32O12", "method": "ωB97M-V/def2-TZVPD", "elements": ["F", "F", "F", "F", "F", "F", "F", "F", "F", "F", "F", "F", "F", "F", "F", "F", "F", "F", "F", "F", "F", "F", "F", "F", "F", "F", "F", "F", "F", "F", "F", "F", "O", "O", "O", "O", "O", "O", "O", "O", "O", "O", "O", "O", "C", "C", "C", "C", "C", "C", "C", "C", "C", "C", "C", "C", "C", "C", "C", "C", "C", "C", "C", "C", "C", "C", "C", "C", "C", "C", "C", "C", "C", "C", "C", "C", "C", "C", "C", "C", "H", "H", "H", "H", "H", "H", "H", "H", "H", "H", "H", "H", "H", "H", "H", "H", "H", "H", "H", "H", "H", "H", "H", "H", "H", "H", "H", "H", "H", "H", "H", "H", "H", "H", "H", "H", "H", "H", "H", "H"], "coordinates": [[-4.858663, 6.983333, 1.390694], [-4.631832, 0.440449, 3.341463], [0.381429, 0.955883, -3.132943], [-5.814029, -1.201628, -8.552463], [-2.464803, 0.797589, 1.476603], [-4.527115, 0.973289, -6.184410], [-3.414595, 0.176387, -7.800556], [-3.554042, -0.203687, -0.012831], [-0.631746, 4.486247, 2.013031], [-0.675366, 2.886687, -1.138745], [-2.251429, -1.777910, -3.392598], [-3.030698, -0.716333, 4.939784], [-4.004450, 7.938398, -0.336821], [-2.782967, 3.288658, 0.489817], [2.492544, -1.625298, 0.158672], [-5.756967, -0.437562, 1.660669], [-0.405521, -0.901919, 4.131436], [0.347070, -2.780367, 1.554986], [2.271651, 1.327258, -2.207122], [-3.238467, -2.847945, 4.685893], [-0.966994, -2.255660, -0.056661], [1.520045, -3.171628, -0.915151], [-2.479620, 0.125481, -4.285823], [-1.970768, 3.243556, 3.186086], [-5.112857, -1.613516, -2.657497], [-6.294350, 0.921424, -8.362561], [-2.273030, 9.274658, 1.547000], [-0.767688, -2.252902, 5.865506], [0.874824, 3.729712, -2.320374], [-4.269209, 4.208271, 1.691820], [-4.426741, 9.938233, 1.750465], [-5.200721, 0.285074, -3.523373], [-4.164134, -1.208596, -6.173541], [1.663492, -3.965460, 4.573306], [0.778356, 0.259189, -1.065866], [1.191976, -9.990460, -0.213953], [3.338172, 7.781971, 0.000331], [5.024301, -2.865397, -0.680422], [3.198610, -2.375997, 4.365727], [1.102500, -8.326847, 1.243598], [5.854761, -4.975487, -0.442304], [1.814413, 8.950534, 1.267634], [-2.823769, -1.775672, 2.917580], [-2.678752, 6.718280, 0.996308], [3.511004, -4.160516, 2.929017], [-3.700581, 0.449293, 1.160329], [1.645866, -6.970891, 1.375013], [2.465410, -8.034002, -0.698647], [-4.527850, -0.875374, -3.624038], [-3.051893, -0.705224, -3.414171], [0.193800, -1.918782, 0.545204], [2.451389, -6.773363, 0.059756], [4.386996, -2.014553, 3.589171], [1.423243, 6.600068, 0.544209], [3.661804, 6.358852, -0.351291], [0.634121, 2.720674, -1.459932], [-4.847027, -1.623913, -4.949159], [-2.578796, -1.793121, 4.256906], [-3.510132, 8.897584, 1.799643], [-3.774037, 7.645973, 0.939510], [5.466544, -1.500312, -0.694648], [7.007795, -1.508340, -0.748759], [2.155057, 7.928548, 0.568478], [4.812772, -3.397747, 3.075346], [7.291742, -2.953060, -0.379754], [2.257240, 5.810712, -0.411953], [-4.448065, -0.038503, -6.971496], [1.102917, -1.065063, -1.630383], [-2.821236, 5.533628, 0.180065], [-1.077471, -1.988769, 4.591265], [1.545211, -8.885307, 0.103947], [-4.210974, -1.714051, 2.463898], [-5.850948, -0.211669, -7.705639], [-4.533579, -0.271168, 2.185095], [6.039589, -3.759640, -0.474041], [-2.983878, 4.339004, 1.237507], [2.664899, -3.549575, 4.015767], [1.335262, -1.944497, -0.477226], [1.004860, 1.322377, -2.040395], [-1.881963, 4.282767, 2.380408], [1.934270, 5.834909, -1.452729], [4.061881, 6.253515, -1.359729], [7.703690, -2.990652, 0.628707], [-4.272228, -2.307511, 1.551668], [0.092339, -0.961773, 1.056993], [7.295641, -1.259678, -1.770241], [5.141588, -1.372856, 4.044045], [4.280900, 6.041765, 0.487913], [-6.663778, -0.539927, -7.057834], [5.516020, -3.973940, 3.676630], [-4.817542, -2.252247, 3.192263], [-2.940723, -0.352601, -2.388792], [0.790303, -6.319392, 1.552975], [8.086827, -3.168584, -1.093535], [-4.178816, 1.423969, 1.063449], [7.170630, -0.815734, 0.077007], [5.442137, -3.236506, 2.200130], [3.017920, -4.003412, 1.969704], [4.068520, -1.392349, 2.752785], [5.045357, -0.848815, -1.460322], [1.268033, 2.917941, -0.595448], [2.382477, -7.009854, 2.177494], [0.221036, -1.405100, -2.173307], [1.405495, 6.130964, 1.527940], [-2.024253, 5.443652, -0.558051], [-3.307373, 8.604853, 2.829840], [2.048307, -1.003492, -2.169399], [3.479481, -6.520254, 0.318745], [-5.921030, -1.685993, -5.124548], [-3.693443, 5.591808, -0.471060], [3.412237, -5.238069, 3.060280], [2.036513, -5.916190, -0.470543], [-1.851937, 5.161175, 3.025091], [2.242801, 4.773039, -0.078588], [2.111889, -7.889751, -1.719583], [-0.744712, -2.848553, 4.009761], [3.484965, -8.419131, -0.681981], [-4.519489, -2.652034, -4.794909], [5.159732, -1.081972, 0.263975], [0.392419, 6.636451, 0.191808]], "atomic_forces_ev_per_a": [[-0.415, 0.399, 0.176], [0.105, 0.245, -1.033], [-0.519, 0.539, -1.410], [0.894, -1.440, -2.049], [1.550, -0.408, 1.497], [-0.378, 2.411, 1.509], [-0.596, -0.792, 0.113], [-0.985, -0.584, -0.091], [2.511, -1.411, -2.785], [0.374, -0.929, 0.089], [-0.464, -1.847, -0.655], [-0.150, 0.053, -0.142], [-0.202, 0.556, -0.592], [0.347, -2.749, -1.491], [0.153, 0.606, 0.450], [-1.527, 1.180, -0.779], [0.007, 0.227, 0.449], [0.839, -1.167, 0.336], [3.497, 0.674, -1.396], [-0.926, -1.636, 1.847], [-0.141, 0.105, -0.605], [-0.078, -1.842, -0.769], [-0.426, 0.797, -0.582], [-0.332, -1.694, -0.224], [0.730, -0.889, 0.543], [0.946, -0.585, 0.593], [1.473, 1.737, -1.869], [-0.730, 0.751, 0.176], [0.548, -0.356, -0.923], [1.055, 0.703, 0.448], [1.150, -1.693, -0.675], [0.758, 0.952, -0.407], [0.254, 0.456, -0.651], [1.379, 0.379, -1.099], [-0.106, 1.143, -0.998], [0.003, 0.069, 0.145], [1.436, 0.210, -0.985], [-0.428, -0.487, -0.515], [0.790, 1.884, 0.755], [0.462, 0.968, -0.100], [0.457, 3.014, 0.201], [1.501, -3.990, -3.547], [0.795, 0.906, -0.755], [-0.775, 1.843, -0.213], [-0.890, -0.203, -0.245], [-0.029, 2.232, -0.652], [0.536, -1.561, -0.739], [-0.020, 0.199, -0.017], [-1.725, -1.291, -2.463], [1.415, 1.374, 2.729], [-0.602, 0.961, 0.929], [0.278, 2.810, 1.138], [-1.027, -1.419, -0.667], [-0.460, 0.304, -0.626], [-1.676, 1.609, 0.567], [-0.805, 0.522, 0.580], [-0.036, 0.479, -1.080], [0.234, 0.325, 0.099], [0.278, -0.571, 2.217], [0.566, -2.019, -0.289], [0.179, 0.093, 0.839], [-2.612, -0.033, 0.618], [-1.783, 3.120, 4.352], [1.534, -0.090, -0.577], [2.134, 0.808, -0.053], [0.234, -2.082, 0.033], [-0.985, -2.547, 0.359], [-0.604, 2.228, 0.014], [-1.090, 0.429, 2.048], [0.463, -1.011, -2.063], [-0.818, -2.178, -0.475], [2.393, -0.795, 0.980], [-0.523, 0.870, 0.812], [-0.215, -2.531, 1.337], [-0.990, -1.598, -0.926], [1.064, 1.333, -1.119], [-1.277, -0.220, 0.678], [-0.140, -0.021, 1.564], [-2.515, -2.223, 3.299], [-1.914, 3.816, 2.263], [-0.287, 0.159, 0.190], [0.749, 0.569, 0.471], [0.045, -0.405, -0.012], [0.270, 0.294, -0.111], [-0.019, 0.407, -0.596], [0.579, 0.313, 0.491], [-0.260, -0.621, 1.083], [0.116, -0.354, -0.423], [0.246, 0.795, 1.024], [-0.229, 0.357, 0.829], [-0.469, 0.754, 0.054], [-0.143, 0.855, 0.102], [0.390, 0.162, 0.034], [-0.088, -1.331, 0.355], [-0.732, -0.094, -0.768], [1.381, 0.257, -0.704], [-0.532, -0.237, -0.626], [-0.061, 0.417, -0.138], [-0.427, -0.167, -0.260], [-0.439, -0.734, -0.297], [-0.159, -0.392, 0.275], [-0.576, 0.222, 0.429], [0.405, -0.166, -0.364], [0.109, 0.351, 0.141], [0.630, -0.277, 0.795], [-1.719, -0.441, 0.462], [-0.283, -0.204, -0.423], [-0.104, 0.419, 0.039], [-0.122, 0.329, 0.284], [-0.442, -0.217, 0.456], [0.924, -0.014, 0.129], [0.079, -0.085, -0.224], [-2.201, 0.337, 0.337], [0.104, -0.244, -0.334], [0.046, -0.487, 0.069], [0.117, -0.074, -0.080], [-0.276, -0.494, -0.305], [0.220, 0.095, -0.110], [-0.239, 0.052, 0.027], [-0.012, 0.466, 0.244]], "homo_ev": -9.847, "orbital_gap_ev": 9.6, "lumo_energy_ev": -0.26, "de_lowest_kj_mol": 57.1, "smiles": "FC(F)C(F)(F)COC(F)(F)C(F)F.FC(F)C(F)(F)COC(F)(F)C(F)F.FC(F)C(F)(F)COC(F)(F)C(F)F.FC(F)C(F)(F)COC(F)(F)C(F)F.O=C1CCCO1.O=C1CCCO1.O=C1CCCO1.O=C1CCCO1"}

---

{"formula": "C36H40N3PRbS2SbSe4", "method": "ωB97M-V/def2-TZVPD", "elements": ["Sb", "Rb", "Se", "Se", "Se", "Se", "S", "S", "P", "N", "N", "N", "C", "C", "C", "C", "C", "C", "C", "C", "C", "C", "C", "C", "C", "C", "C", "C", "C", "C", "C", "C", "C", "C", "C", "C", "C", "C", "C", "C", "C", "C", "C", "C", "C", "C", "C", "C", "H", "H", "H", "H", "H", "H", "H", "H", "H", "H", "H", "H", "H", "H", "H", "H", "H", "H", "H", "H", "H", "H", "H", "H", "H", "H", "H", "H", "H", "H", "H", "H", "H", "H", "H", "H", "H", "H", "H", "H"], "coordinates": [[5.161136, -1.014578, 0.622278], [1.576209, -1.310739, -0.196696], [4.766880, -3.011262, 2.019932], [4.583808, -1.731014, -1.731982], [7.391463, -0.007559, 0.606223], [3.482850, 0.701059, 1.347806], [0.369208, -4.647888, -0.461820], [1.204023, 2.130271, -1.156049], [-0.816360, 0.433097, 2.087963], [0.781345, 0.974166, -2.149500], [1.257227, -2.602371, -2.881413], [-1.314517, -2.286785, -1.713571], [-1.368444, 5.226916, -0.761455], [0.922528, -5.002819, -2.166967], [-2.580222, 3.027677, 4.709564], [3.240421, 4.016886, -1.201881], [2.846142, 2.728012, -1.536929], [5.116218, 2.105543, -1.973028], [-4.781939, 0.092358, 0.911051], [0.263900, 4.231984, -2.776422], [-2.371095, 2.455263, 5.956309], [-4.667153, 0.217257, -0.467643], [-2.125163, 2.389837, 3.569006], [0.833693, -1.599869, 2.889880], [-0.498859, -1.296123, 2.599799], [-2.290661, 0.476107, -0.236374], [5.522447, 3.387938, -1.643365], [0.257045, 3.633649, -1.524370], [-1.464696, 1.162301, 3.646990], [-1.703723, 1.244099, 6.046589], [3.770963, 1.772997, -1.918766], [4.585463, 4.344269, -1.271821], [-3.655659, 0.154120, 1.714043], [0.231014, -3.872658, 3.365807], [-1.097016, -3.576599, 3.089871], [-2.043927, -3.144156, -0.819872], [-0.559246, 4.125547, -0.516636], [1.774734, -3.945420, -2.874768], [-0.545835, 5.327467, -3.019352], [-1.434169, -4.540246, -0.659735], [1.198264, -2.885379, 3.269215], [0.132787, -2.263250, -3.707988], [-1.210496, -2.685155, -3.096879], [-3.420769, 0.412666, -1.040105], [-1.361748, 5.826010, -2.011047], [-1.465384, -2.295475, 2.708296], [-2.392302, 0.332202, 1.148406], [-1.253577, 0.599826, 4.903316], [-3.095000, 3.977649, 4.626196], [5.836566, 1.326866, -2.190674], [-1.554386, -1.313294, -1.601116], [-1.317223, 0.633714, -0.692140], [0.913023, 3.838437, -3.550540], [-3.752808, 0.078255, 2.790477], [1.614727, -0.849583, 2.760705], [-2.290524, 2.844918, 2.597903], [-2.021337, -2.279097, -3.727900], [-2.003972, 5.614676, 0.025290], [0.125604, -1.176188, -3.817814], [-1.850697, -4.353815, 3.157244], [-1.527947, 0.791768, 7.015205], [-2.502771, -2.082478, 2.482699], [-5.551812, 0.172867, -1.091211], [1.946779, -4.337331, -3.897667], [4.906173, 5.342803, -0.998798], [-1.991456, 6.686327, -2.204072], [-0.549949, 3.640012, 0.452954], [-0.540906, 5.800346, -3.993996], [-3.100994, -3.299955, -1.121162], [1.081859, 1.207882, -3.097375], [-3.320086, 0.524126, -2.113148], [0.515955, -4.882988, 3.632606], [0.033341, -5.256232, -2.745543], [-2.721413, 2.955718, 6.850818], [2.251056, -3.098265, 3.419894], [-2.061400, -2.654240, 0.154710], [3.483513, 0.744395, -2.105100], [1.526968, -5.910012, -2.106194], [2.018548, -1.935345, -2.948700], [-1.710058, -5.188275, -1.494461], [-1.312266, -3.768726, -3.145979], [0.187949, -2.699988, -4.724706], [2.516280, 4.749842, -0.868379], [6.578204, 3.627456, -1.631939], [-1.865901, -4.991589, 0.236059], [2.749085, -3.895207, -2.381965], [-5.757083, -0.050202, 1.362330], [-0.732453, -0.345420, 4.989582]], "atomic_forces_ev_per_a": [[0.008, -0.005, -0.102], [-0.191, -0.442, -0.195], [-0.029, 0.008, 0.006], [-0.039, 0.055, -0.038], [0.010, -0.042, 0.011], [0.161, 0.269, 0.218], [-0.017, 0.030, 0.013], [-0.057, 0.161, 0.158], [-0.011, 0.112, 0.148], [-0.013, 0.028, -0.051], [0.056, 0.011, -0.006], [0.101, 0.037, -0.013], [-0.066, 0.051, 0.031], [-0.058, -0.039, 0.024], [-0.046, 0.070, -0.040], [-0.048, 0.037, -0.024], [-0.039, 0.072, 0.056], [0.044, 0.016, -0.004], [-0.103, -0.007, 0.036], [0.066, -0.079, -0.035], [-0.005, -0.012, 0.075], [-0.035, 0.002, -0.049], [0.031, 0.000, -0.008], [-0.055, 0.021, -0.020], [0.061, 0.057, -0.004], [-0.011, -0.008, 0.155], [0.004, -0.020, -0.005], [0.017, -0.023, 0.015], [0.051, -0.022, 0.019], [-0.014, 0.007, 0.118], [-0.025, -0.086, -0.066], [0.008, 0.055, 0.019], [0.076, 0.004, -0.023], [0.054, -0.045, 0.021], [-0.137, -0.043, -0.018], [-0.158, 0.066, -0.039], [0.099, -0.093, -0.027], [0.013, -0.026, -0.016], [0.008, 0.009, -0.068], [0.079, -0.033, -0.035], [0.080, -0.038, 0.019], [-0.023, -0.064, -0.045], [-0.020, 0.054, -0.020], [-0.040, 0.024, -0.053], [-0.056, 0.059, 0.032], [-0.004, 0.010, 0.026], [0.028, -0.039, -0.106], [0.009, -0.013, -0.123], [0.005, -0.003, 0.001], [-0.010, -0.022, 0.002], [0.018, -0.116, -0.049], [0.032, 0.066, -0.025], [0.001, 0.011, -0.004], [-0.013, -0.026, 0.005], [0.034, 0.038, 0.029], [0.003, 0.008, 0.000], [0.015, -0.025, 0.027], [-0.001, 0.004, -0.004], [0.013, 0.004, 0.005], [-0.007, 0.007, -0.002], [-0.001, 0.010, 0.002], [-0.031, 0.019, -0.005], [-0.001, -0.006, -0.005], [0.003, 0.013, 0.023], [-0.007, -0.002, 0.005], [-0.004, -0.009, 0.011], [0.003, 0.002, 0.012], [0.010, -0.008, -0.001], [0.024, 0.030, 0.052], [-0.020, -0.076, -0.019], [-0.004, 0.005, -0.009], [0.006, -0.004, -0.005], [-0.006, -0.034, 0.015], [0.007, -0.008, 0.004], [0.015, 0.000, -0.009], [-0.001, 0.000, 0.007], [0.011, -0.028, 0.007], [-0.018, -0.001, -0.005], [0.096, -0.051, 0.010], [0.004, -0.007, 0.008], [0.009, -0.023, -0.021], [0.025, 0.027, 0.009], [0.010, 0.012, 0.015], [-0.004, 0.010, -0.002], [0.007, -0.012, -0.003], [0.005, 0.052, -0.018], [0.004, -0.001, -0.006], [0.004, -0.003, -0.021]], "charge": -2, "homo_ev": -0.724, "orbital_gap_ev": 3.9, "lumo_energy_ev": 3.17, "de_lowest_kj_mol": 84.3}

---

Question: Number 1 is which compound?
Answer: C36H40F32O12